Computed, not measured: a molecular structure, C19H24ClIN3O4RuS6, with the ωB97M-V functional and the def2-TZVPD basis.

Element x y z (Å)
I -3.634 -1.643 2.850
Ru 0.555 -0.025 0.299
Cl -0.215 -6.158 3.561
S -1.538 -1.817 -1.355
S 1.724 0.896 2.067
S -0.357 1.230 -2.323
S 1.743 -1.457 -2.063
S -1.348 1.626 0.475
S 2.950 1.333 0.454
O 3.325 0.000 -0.023
O 1.877 1.861 -0.444
O 4.024 2.234 0.741
O -0.870 -0.755 1.400
N -2.260 3.988 1.162
N 1.315 -1.956 0.973
N -0.067 3.638 1.718
C 0.065 4.945 2.345
C 1.973 -0.076 -3.201
C -0.813 -1.965 1.885
C 1.898 -4.511 1.944
C 0.628 -3.945 2.198
C 2.817 -3.790 1.243
C -2.158 -0.932 -2.814
C 2.495 -2.500 0.766
C 0.644 -2.522 -3.012
C -0.433 -4.556 2.911
C 0.395 -2.660 1.697
C -1.820 -2.602 2.573
C -0.889 5.918 1.684
C -2.290 5.336 1.722
C 0.705 0.638 -3.667
C -0.527 -3.055 -2.185
C -1.179 3.185 1.178
C -1.618 -3.903 3.086
C -1.971 0.586 -2.787
H -3.225 -1.140 -2.903
H -0.588 6.071 0.645
H -1.172 -3.665 -2.820
H -2.419 -4.390 3.626
H 0.731 2.997 1.710
H -0.163 -3.699 -1.379
H -0.865 6.881 2.192
H 3.802 -4.187 1.043
H 1.229 -3.370 -3.370
H -2.973 5.934 1.122
H -1.674 -1.360 -3.691
H -3.105 3.578 0.802
H 1.010 1.509 -4.248
H -2.631 1.025 -2.038
H -2.670 5.317 2.748
H 1.100 5.264 2.236
H -0.150 4.867 3.415
H -2.258 0.999 -3.756
H 2.618 0.607 -2.651
H 2.125 -5.501 2.316
H 2.519 -0.433 -4.075
H 3.213 -1.905 0.229
H 0.114 0.001 -4.326
H 0.284 -1.985 -3.887

## Properties
* expectation value of S²: 0.76
* E_LUMO (alpha / beta): -0.1 / -0.4 eV
* spin multiplicity: 2
* energy relative to the best compared isomer or geometry (same formula, charge and spin): 233.64 kJ/mol